A.
DFT (ωB97M-V/def2-TZVPD) results for a 2-piece molecular cluster, C4H13N2O overall.

Cartesian coordinates (Å):
C (0.514, -0.674, -1.510)
C (-0.355, 0.585, -1.178)
C (-0.335, 1.277, 0.216)
C (-1.414, 1.474, 0.860)
N (1.017, 1.439, 0.687)
N (0.108, -2.007, -0.784)
H (1.480, -0.420, -1.100)
H (0.436, -0.858, -2.544)
H (0.187, 1.308, -1.836)
H (-1.329, 0.729, -1.644)
H (-2.428, 1.305, 0.536)
H (-1.355, 1.688, 2.011)
H (-0.124, -0.402, 1.900)
H (1.576, 2.071, -0.006)
H (1.153, 2.061, 1.508)
H (0.745, -2.722, -1.216)
H (-0.849, -2.111, -0.984)
H (0.187, -1.953, 0.160)
H (0.681, -1.408, 2.894)
O (0.104, -1.382, 2.031)

Results
**Net charge**: +1
**Frontier orbital gap**: 9.7 eV
**E_LUMO**: -3.21 eV

***

B.
DFT (ωB97M-V/def2-TZVPD) results for a 2-piece molecular cluster, C4H13N2O overall.

Cartesian coordinates (Å):
C (-1.236, -1.869, 1.459)
C (3.207, 1.129, -0.764)
C (-2.345, -0.236, -0.049)
C (-1.048, -0.768, 0.502)
N (-1.968, 0.658, -1.207)
N (1.997, 1.126, 0.150)
O (0.012, -0.266, 0.138)
H (-0.284, -2.127, 2.031)
H (-1.992, -1.662, 2.233)
H (-1.587, -2.792, 0.977)
H (3.014, 0.358, -1.450)
H (3.190, 2.032, -1.436)
H (4.083, 1.127, -0.211)
H (-3.079, 0.209, 0.606)
H (-2.728, -1.203, -0.593)
H (-2.797, 0.864, -1.690)
H (-1.297, 0.025, -1.673)
H (1.695, 0.207, 0.479)
H (2.041, 1.773, 0.945)
H (1.120, 1.416, -0.446)

Results
**Net charge**: +1
**Frontier orbital gap**: 9.8 eV
**E_LUMO**: -3.07 eV

***

Name the most stable of them. B.

***

A.
DFT (ωB97M-V/def2-TZVPD) results for a 2-piece molecular cluster, C2H3F3O2 overall.

Cartesian coordinates (Å):
O (0.317, -1.869, 0.703)
C (0.289, -0.684, 0.788)
F (-0.622, -0.131, 1.775)
C (1.100, 0.361, 0.263)
F (0.558, 0.791, -0.870)
F (2.370, 0.088, -0.063)
H (1.068, 1.246, 1.048)
O (-1.766, -0.269, -0.837)
H (-0.949, 0.364, -1.303)
H (-2.365, 0.103, -1.503)

Results
**SMILES string**: O=C(F)C(F)F.O
**Frontier orbital gap**: 11.4 eV
**E_LUMO**: -0.02 eV

***

B.
DFT (ωB97M-V/def2-TZVPD) results for a single C2H3F3O2 molecule.

Cartesian coordinates (Å):
O (2.250, -0.625, -0.333)
O (1.087, 0.134, -0.649)
C (-0.048, -0.279, 0.203)
F (0.425, -0.226, 1.539)
F (-0.341, -1.566, -0.041)
C (-1.135, 0.728, 0.011)
F (-2.270, 0.075, 0.482)
H (2.491, -1.102, -1.123)
H (-0.989, 1.500, 0.819)
H (-1.472, 1.359, -0.908)

Results
**SMILES string**: OOC(F)(F)CF
**Frontier orbital gap**: 12.0 eV
**E_LUMO**: 0.68 eV

***

Name the most stable of them. A.